Entry 1:
A single C31H42N4O2 molecule. Source: the Open Molecules 2025 dataset; level of theory: the ωB97M-V functional and the def2-TZVPD basis.

Each line ends with the Mulliken charge.
Geometry (Å):
C 0.54323 3.20988 -1.68704  -1.684
C -0.02835 2.47863 -0.47126  0.818
C -0.69774 1.17814 -0.93797  -1.527
N -1.46786 0.51254 0.08457  0.826
C -0.90850 -0.29889 1.00745  -0.908
N 0.28590 -0.39844 1.46264  -0.360
C 0.23017 -1.47446 2.44527  -1.113
C -1.10492 -2.22265 2.17440  -0.161
C -0.90730 -3.45565 1.25464  -1.613
C -0.01953 -3.14524 0.08370  0.114
C 1.34420 -3.41224 0.14268  -0.186
C 2.18562 -3.04881 -0.89303  -0.539
C 1.67649 -2.41552 -2.01312  -0.504
C 0.31607 -2.17840 -2.10117  -0.746
C -0.52299 -2.54536 -1.06436  0.261
N -1.83966 -1.14689 1.54978  0.208
C -3.07306 -1.09137 0.81347  -0.663
C -2.86397 0.14098 -0.10510  -0.346
C -3.78081 1.31789 0.27441  -1.092
C -5.22520 0.98744 0.03275  0.174
C -5.72652 0.93654 -1.26156  -0.488
C -7.04541 0.60152 -1.50279  -0.658
C -7.89481 0.30832 -0.44253  0.961
O -9.19889 -0.02769 -0.62835  -0.554
C -7.40486 0.36135 0.85823  -0.782
C -6.08515 0.69708 1.08524  -0.341
N 1.00763 2.14195 0.48617  0.739
C 1.92012 2.99966 0.97597  0.527
O 1.99825 4.17442 0.65913  -0.698
C 2.84920 2.40547 2.02787  -0.824
C 3.37629 0.98744 1.79957  -0.196
C 4.40094 0.85359 0.66822  0.440
C 3.78892 1.11309 -0.70771  0.416
C 4.82067 0.92271 -1.81667  -1.333
C 5.40899 -0.48305 -1.77417  -0.206
C 6.03616 -0.74404 -0.40952  -0.958
C 5.00244 -0.55465 0.69608  -0.470
H 1.07674 4.09465 -1.35415  0.470
H 1.23526 2.56248 -2.22041  0.270
H -0.25737 3.50818 -2.35927  0.477
H -0.77760 3.12378 0.01304  0.270
H 0.08844 0.50160 -1.29844  -0.010
H -1.37195 1.40574 -1.76637  0.456
H 0.23671 -1.03963 3.45134  0.496
H 1.10431 -2.11593 2.34257  0.404
H -1.59778 -2.54131 3.09823  0.473
H -1.88828 -3.79707 0.91513  0.420
H -0.46203 -4.24774 1.85919  0.486
H 1.75295 -3.91868 1.00619  0.461
H 3.24237 -3.26342 -0.82529  0.439
H 2.33157 -2.12086 -2.81983  0.391
H -0.09531 -1.70880 -2.98374  0.411
H -1.58466 -2.37040 -1.16037  0.382
H -3.26675 -2.00377 0.23534  0.133
H -3.92121 -0.94014 1.48928  0.539
H -3.04488 -0.12024 -1.15663  0.562
H -3.61304 1.56360 1.32368  0.434
H -3.48893 2.18051 -0.32878  0.406
H -5.08076 1.17102 -2.09570  0.420
H -7.42113 0.57078 -2.51732  0.271
H -9.41177 -0.01342 -1.56925  0.274
H -8.07445 0.13987 1.67373  0.406
H -5.72213 0.74669 2.10173  0.416
H 0.94861 1.20670 0.88632  0.212
H 2.28561 2.41704 2.96573  0.444
H 3.68380 3.10106 2.13993  0.306
H 3.86311 0.67329 2.72793  0.506
H 2.55056 0.29797 1.62069  -0.680
H 5.20510 1.58049 0.83296  0.268
H 3.40256 2.13112 -0.75102  0.330
H 2.95489 0.42296 -0.86047  -0.306
H 5.62340 1.65347 -1.69278  0.382
H 4.35523 1.10353 -2.78867  0.442
H 6.15835 -0.60135 -2.56052  0.385
H 4.61553 -1.21226 -1.95202  -0.068
H 6.44101 -1.75846 -0.37034  0.417
H 6.86479 -0.04894 -0.25420  0.351
H 5.46771 -0.73864 1.66767  0.403
H 4.19567 -1.28076 0.56902  -0.085

charge = 0
energy relative to the best compared isomer or geometry (same formula, charge and spin) = 6.3 kJ/mol
E_LUMO = 0.4939 eV
orbital gap = 0.32391 Eh
electronic energy = -42886.191 eV

Entry 2:
A 11-piece molecular cluster, C35H61Cl20N2O overall at a distorted geometry. Source: the Open Molecules 2025 dataset; level of theory: the ωB97M-V functional and the def2-TZVPD basis.

Each line ends with the Mulliken charge.
Geometry (Å):
C -1.13325 -3.72621 0.61528  -0.237
C -1.89717 -4.36311 -0.04564  -0.329
C -2.68776 -5.36289 -0.77767  -0.754
C -2.97926 -4.95755 -2.23586  0.189
C -1.73189 -4.41187 -3.00868  -1.238
C -1.74088 -2.90158 -2.97950  -0.185
C -2.72430 -2.19389 -3.70475  0.262
C -2.72257 -0.82534 -3.62778  0.195
C -3.77911 -0.03499 -4.36463  -1.890
C -5.11237 -0.05287 -3.54978  0.347
C -6.26063 -0.68733 -4.31511  -1.500
O -4.95437 -0.73656 -2.30420  -0.409
C -1.73389 -0.20183 -2.81107  1.147
C -1.80364 1.30606 -2.70437  -0.204
C -0.82489 2.02684 -1.80790  -0.736
C -1.06868 2.30651 -0.52897  -0.852
N -0.85905 -0.99267 -2.21931  1.367
N -0.81136 -2.31200 -2.26737  -1.266
H -0.50847 -3.20451 1.30158  0.569
H -2.19979 -6.33552 -0.69984  0.349
H -3.65109 -5.38229 -0.25739  0.280
H -3.38989 -5.79834 -2.79527  0.423
H -3.75298 -4.18549 -2.20066  -0.321
H -1.74464 -4.76404 -4.04074  0.417
H -0.82609 -4.74937 -2.50377  0.471
H -3.45778 -2.71981 -4.30556  0.617
H -3.44890 0.97117 -4.59885  0.401
H -3.97127 -0.57096 -5.29684  0.626
H -5.37899 0.98831 -3.33692  0.479
H -7.15415 -0.61624 -3.68529  0.439
H -6.10134 -1.75128 -4.50804  0.137
H -6.49329 -0.15440 -5.23989  0.435
H -5.36146 -0.22944 -1.59569  0.271
H -2.80346 1.53583 -2.32057  0.513
H -1.77069 1.74261 -3.70447  0.206
H 0.14581 2.31936 -2.19592  0.438
H -0.50706 3.09812 -0.04215  0.223
H -1.79492 1.76399 0.07226  0.275
H -0.10015 -0.58756 -1.64959  -0.174
Cl 1.42184 0.16030 -0.24050  -0.211
C 2.69913 1.34007 -0.68336  0.491
C 3.96101 1.12540 0.10408  0.122
Cl 3.75358 1.52941 1.82898  -0.216
H 2.29168 2.33474 -0.53026  -0.436
H 2.89861 1.21018 -1.74582  0.143
H 4.74467 1.77550 -0.28401  0.400
H 4.30236 0.09092 0.03588  -0.281
Cl -1.01960 -0.22725 -6.21781  -0.097
C 0.16339 0.99708 -6.75920  -0.529
C 1.46150 0.84632 -6.00974  -0.690
Cl 1.27387 1.28441 -4.29449  0.017
H -0.27579 1.98237 -6.62282  0.314
H 0.32853 0.84160 -7.82393  0.389
H 2.22168 1.50472 -6.42786  0.323
H 1.83105 -0.17492 -6.05998  0.330
Cl -6.13033 -5.01606 -3.87783  -0.150
C -7.46190 -4.11976 -3.09883  -0.446
C -7.09254 -3.66128 -1.71128  -0.076
Cl -6.92542 -5.02294 -0.57394  -0.179
H -8.33775 -4.76366 -3.09193  0.402
H -7.67780 -3.25687 -3.72401  0.184
H -7.87561 -3.01281 -1.31958  0.407
H -6.15615 -3.10754 -1.71308  -0.140
Cl 6.51801 -2.76518 2.37216  -0.173
C 7.40431 -2.81852 0.82903  -0.418
C 7.03962 -1.66674 -0.07153  -0.494
Cl 5.36333 -1.79311 -0.67447  -0.204
H 7.19895 -3.77511 0.35487  0.312
H 8.46556 -2.77288 1.06812  0.305
H 7.69009 -1.65876 -0.94452  0.353
H 7.14115 -0.71247 0.44083  0.321
Cl 2.05481 4.90979 0.34941  -0.083
C 1.41030 6.01295 1.60113  -0.581
C 0.80524 7.25430 0.99687  -0.485
Cl 2.03638 8.31324 0.25510  -0.209
H 2.21629 6.24726 2.28544  0.306
H 0.64808 5.46193 2.15020  0.312
H 0.30988 7.83584 1.76831  0.323
H 0.07384 7.00708 0.23064  0.405
Cl -0.45341 -9.02155 2.29284  -0.184
C 0.24585 -7.85673 3.44808  -0.527
C -0.71492 -6.74308 3.77701  -0.129
Cl -0.99449 -5.66166 2.37829  -0.187
H 1.17098 -7.47568 3.02209  0.376
H 0.48791 -8.41312 4.35234  0.296
H -0.30596 -6.12924 4.57850  0.312
H -1.67750 -7.13250 4.10051  -0.018
Cl 3.12257 3.95392 -2.54982  -0.002
C 4.53017 4.60543 -3.42816  -0.692
C 4.63666 4.03176 -4.81727  -0.383
Cl 5.05371 2.29678 -4.79868  -0.179
H 5.41903 4.39863 -2.83740  0.304
H 4.40056 5.68509 -3.48326  0.330
H 5.42509 4.54308 -5.36700  0.366
H 3.70465 4.14646 -5.36569  0.255
Cl 1.48842 7.90212 4.17204  -0.203
C 2.74235 9.10552 3.75050  -0.183
C 4.00600 8.90693 4.54618  -0.516
Cl 3.78472 9.29051 6.27171  -0.189
H 2.32105 10.09531 3.90731  0.389
H 2.95239 8.98706 2.68976  0.089
H 4.78307 9.57094 4.17120  0.343
H 4.36702 7.88353 4.47505  0.284
Cl -3.51287 -8.32616 7.15925  -0.179
C -4.69710 -8.47767 5.83564  -0.521
C -4.56322 -9.78538 5.09761  -0.468
Cl -3.04780 -9.87299 4.16419  -0.124
H -4.56327 -7.62979 5.16778  0.312
H -5.68654 -8.40906 6.28509  0.353
H -5.38189 -9.89058 4.38719  0.287
H -4.58893 -10.63314 5.77792  0.340
Cl 5.50370 5.79407 10.37469  -0.185
C 5.36572 7.52452 10.77862  -0.419
C 5.43833 8.40170 9.55503  -0.355
Cl 7.06022 8.39580 8.81640  -0.185
H 6.15122 7.76738 11.48992  0.324
H 4.40305 7.66009 11.26921  0.289
H 5.21995 9.43313 9.82838  0.312
H 4.72329 8.09011 8.79768  0.223

charge = +1
E_LUMO = -2.9911 eV
orbital gap = 0.30675 Eh
electronic energy = -292754.347 eV

Entry 3:
A 12-piece molecular cluster, C42H114N6O18 overall at a distorted geometry. Source: the Open Molecules 2025 dataset; level of theory: the ωB97M-V functional and the def2-TZVPD basis.

Each line ends with the Mulliken charge.
Geometry (Å):
C 8.88145 5.38945 -0.82184  -0.824
O 8.38293 4.08416 -0.65632  -0.299
C 8.19396 3.79722 0.72908  -0.776
C 7.59362 2.44904 0.86443  -0.194
N 6.15053 2.50413 0.59355  -0.264
C 5.47676 1.22272 0.52281  -0.385
C 4.00735 1.43602 0.08247  0.051
O 3.88407 2.35076 -0.99622  -0.461
C 2.57254 2.32744 -1.55958  -0.732
H 8.28129 6.16129 -0.34000  0.332
H 9.05407 5.63974 -1.86858  0.269
H 9.86722 5.54987 -0.38526  0.313
H 7.69450 4.45962 1.43608  0.394
H 9.17762 3.72630 1.19327  0.388
H 7.77589 2.13002 1.89063  0.119
H 8.06344 1.72852 0.19493  0.321
H 5.96805 2.92557 -0.30601  0.323
H 5.55720 0.88846 1.55717  0.131
H 6.02305 0.43127 0.00970  0.098
H 3.54794 1.90240 0.95397  0.344
H 3.56846 0.43828 0.07987  -0.191
H 2.43911 1.38586 -2.09223  0.271
H 2.33398 3.18578 -2.18763  0.382
H 1.85078 2.38671 -0.74492  0.244
C 5.78357 -2.34458 -0.54717  -0.757
O 6.22425 -1.99004 0.75843  -0.033
C 6.52065 -3.09180 1.55258  -0.387
C 6.86143 -2.46371 2.93335  -1.085
N 7.97360 -1.47954 2.93533  -0.237
C 8.29264 -0.86190 4.18566  -0.588
C 9.66476 -0.25346 4.05016  -0.815
O 9.63456 0.72471 2.95940  -0.165
C 10.94974 1.17853 2.60077  -0.878
H 6.32176 -3.17246 -1.00878  0.385
H 5.96603 -1.47887 -1.18383  0.315
H 4.73203 -2.63028 -0.57433  0.040
H 7.44442 -3.54703 1.19550  0.489
H 5.72122 -3.82828 1.47123  0.175
H 6.97178 -3.26062 3.66878  0.479
H 5.90276 -2.02492 3.20996  0.390
H 7.62937 -0.77150 2.30263  0.186
H 8.28188 -1.61900 4.96973  0.421
H 7.68246 0.03882 4.25260  0.292
H 10.29798 -1.10590 3.80420  0.386
H 10.09443 0.13425 4.97383  0.495
H 10.90342 1.69144 1.64010  0.243
H 11.69390 0.40810 2.39891  0.352
H 11.43646 1.69699 3.42684  0.345
C -7.80505 8.25813 -9.94300  -0.664
O -6.92499 7.71446 -8.94019  -0.326
C -7.18069 6.32587 -8.59955  -0.583
C -6.48880 5.97234 -7.27063  -0.305
N -6.28686 4.50798 -7.11671  -0.326
C -5.43874 4.08307 -5.97788  -0.776
C -5.95435 4.55670 -4.62730  0.142
O -5.53295 5.92078 -4.37587  -0.397
C -6.59784 6.73138 -3.82445  -0.834
H -7.65192 9.29675 -10.23613  0.249
H -8.77369 8.28095 -9.44369  0.286
H -7.75432 7.55037 -10.77040  0.266
H -6.80729 5.75342 -9.44865  0.378
H -8.21958 6.14883 -8.32121  0.318
H -6.95037 6.46450 -6.41457  0.108
H -5.46280 6.32807 -7.36484  0.320
H -5.94426 4.20922 -8.01864  0.258
H -4.36997 4.04267 -6.18810  0.391
H -5.52749 2.99671 -5.98414  0.280
H -5.62142 3.92810 -3.80141  -0.075
H -7.03214 4.57410 -4.78904  0.388
H -6.33475 7.78048 -3.95965  0.262
H -6.64630 6.51953 -2.75634  0.276
H -7.61571 6.55977 -4.17457  0.376
C -3.20383 -0.82609 3.56157  -0.953
O -3.11849 -0.70668 4.97100  -0.367
C -3.34400 -1.89859 5.64101  -0.451
C -2.86494 -1.65929 7.07775  -0.913
N -1.44794 -1.92535 7.26671  -0.108
C -0.87264 -2.06021 8.61567  -0.630
C -0.97025 -3.56422 9.01456  -0.632
O -0.23779 -4.38835 8.07540  -0.311
C -0.62162 -5.77956 8.35088  -0.804
H -3.35826 0.16330 3.13106  0.397
H -4.17184 -1.18863 3.21570  0.504
H -2.41044 -1.24081 2.93978  0.238
H -2.80228 -2.73197 5.19369  0.304
H -4.39592 -2.15119 5.77434  0.363
H -3.41783 -2.32402 7.74149  0.442
H -3.20970 -0.73048 7.53226  0.453
H -1.51335 -2.86553 6.90355  0.135
H -1.27164 -1.40421 9.38932  0.406
H 0.19839 -1.89568 8.49765  0.331
H -1.99840 -3.91857 8.94082  0.333
H -0.56306 -3.66569 10.02054  0.461
H -0.15412 -6.44245 7.62280  0.270
H -1.68025 -6.01802 8.45349  0.319
H -0.21119 -6.15030 9.29013  0.336
C 2.84613 -2.29818 2.03175  -0.223
O 2.21048 -1.08953 2.39516  -0.363
C 0.87552 -1.04011 1.84903  -1.077
C 0.80522 -0.96960 0.27696  0.815
N -0.42334 -0.35635 -0.16635  0.351
C -1.04387 -0.79498 -1.38680  -0.233
C -2.35218 0.02876 -1.61324  0.130
O -1.97554 1.26711 -2.21208  -0.508
C -2.84352 1.98452 -2.96371  -0.957
H 3.82615 -2.28543 2.50874  -0.148
H 2.95107 -2.60044 0.98976  0.042
H 2.27851 -3.14631 2.41458  0.453
H 0.42507 -0.20412 2.38413  0.343
H 0.37815 -1.93245 2.22908  0.307
H 0.99134 -1.95509 -0.14997  0.240
H 1.62098 -0.31716 -0.03442  -0.514
H -0.10463 0.54556 -0.49052  -0.267
H -1.38229 -1.83106 -1.37515  0.365
H -0.40288 -0.68380 -2.26136  0.133
H -2.95972 0.15949 -0.71775  0.083
H -2.92425 -0.47665 -2.39132  -0.117
H -2.87613 1.59027 -3.97938  0.433
H -2.41827 2.98646 -3.02179  0.407
H -3.86988 1.91718 -2.60296  0.224
C -1.52289 -5.83640 1.61609  -0.705
O -2.42323 -4.68370 1.55385  -0.476
C -2.32251 -3.80103 0.45121  0.470
C -3.02188 -4.60630 -0.66828  -1.078
N -3.28174 -3.81401 -1.91549  -0.019
C -4.48266 -3.00360 -1.99241  -0.656
C -4.62114 -2.68869 -3.55634  -0.668
O -4.64626 -3.95009 -4.27906  -0.424
C -4.18903 -3.90220 -5.61304  -0.775
H -1.44324 -6.37726 0.67310  0.340
H -2.10974 -6.42973 2.31728  0.279
H -0.56934 -5.55374 2.06216  0.211
H -1.26763 -3.73509 0.18478  0.032
H -2.77077 -2.82159 0.61811  0.124
H -4.00840 -4.90392 -0.31288  0.275
H -2.47476 -5.52902 -0.86155  0.446
H -3.22446 -4.30495 -2.79629  0.205
H -4.52104 -2.11223 -1.36622  0.253
H -5.27905 -3.63975 -1.60620  0.624
H -3.80536 -2.00310 -3.78560  0.340
H -5.50941 -2.11488 -3.82060  0.421
H -3.16125 -4.24374 -5.49008  0.300
H -3.98144 -2.91070 -6.01546  0.312
H -4.89824 -4.47864 -6.20704  0.258
C -6.72348 0.88346 -3.80934  -0.358
O -6.54643 0.78843 -5.25610  -0.547
H -6.13002 1.68080 -3.36194  -0.001
H -7.79927 1.00081 -3.67891  0.405
H -6.49628 0.01621 -3.18938  0.234
H -7.16551 1.41278 -5.64149  0.303
C -5.45376 3.41544 -0.44381  -0.472
O -6.47293 2.45751 -0.72454  -0.504
H -4.81437 3.76136 -1.25597  0.115
H -5.82647 4.25824 0.13832  0.418
H -4.78464 2.86551 0.21798  0.173
H -7.27970 2.92361 -0.95580  0.283
C -0.99934 3.79253 -0.78265  -0.872
O -1.54590 2.66752 -0.15185  -0.549
H -0.36834 4.28456 -0.04250  0.300
H -0.44049 3.52414 -1.67918  0.331
H -1.78427 4.46739 -1.12404  0.232
H -1.86649 2.10112 -0.85754  0.510
C 0.27675 0.25910 5.22674  -0.408
O 0.13740 0.58909 6.57942  -0.631
H 1.29715 -0.11826 5.15969  0.240
H -0.47272 -0.44361 4.86262  0.095
H 0.08718 1.09169 4.54927  0.354
H -0.17214 -0.21635 7.00022  0.256
C 3.73335 -5.80001 0.80046  -0.346
O 3.84227 -5.45504 2.08306  -0.465
H 2.70084 -6.12519 0.67291  0.265
H 3.96008 -4.85013 0.31629  0.001
H 4.39149 -6.55734 0.37454  0.300
H 3.60641 -6.16851 2.68049  0.260
C 1.82287 -3.28227 -2.94786  -0.282
O 2.85820 -4.15412 -2.49201  -0.436
H 0.87740 -3.49769 -2.45008  0.086
H 2.13053 -2.35057 -2.47314  0.029
H 1.52311 -3.15172 -3.98767  0.381
H 3.03361 -4.70538 -3.25813  0.257

charge = 0
energy relative to the best compared isomer or geometry (same formula, charge and spin) = 621.4 kJ/mol
E_LUMO = 0.3675 eV
orbital gap = 0.30694 Eh
electronic energy = -91180.925 eV

Entry 4:
A 2-piece molecular cluster, C2H6N2O overall at a distorted geometry. Source: the Open Molecules 2025 dataset; level of theory: the ωB97M-V functional and the def2-TZVPD basis.

Each line ends with the Mulliken charge.
Geometry (Å):
C -1.05506 0.66087 0.44037  0.390
C -1.72594 -0.56487 0.24583  -0.683
N -0.54136 1.67502 0.61790  -0.506
N 1.78180 0.54415 -0.37462  -2.456
O 1.15191 -0.68225 -0.44375  -0.027
H -1.09966 -1.03251 -0.46766  0.263
H -1.73084 -1.14280 1.22335  0.248
H -2.72840 -0.50841 -0.23051  0.303
H 1.10292 1.33400 -0.27106  0.595
H 2.45067 0.66901 0.44217  0.928
H 2.29690 0.53274 -1.19695  0.945

charge = 0
energy relative to the best compared isomer or geometry (same formula, charge and spin) = 309.5 kJ/mol
spin multiplicity = 3
E_LUMO (spin up / spin down) = 0.5045 / -3.3885 eV
orbital gap (spin up / spin down) = 0.15552 / 0.33261 Eh
<S²> = 2.004
electronic energy = -7190.769 eV